# C15H11F4N2O5Pt

A molecular structure, C15H11F4N2O5Pt (ωB97M-V with the def2-TZVPD basis set, the Open Molecules 2025 dataset).

The calculation puts the strongest force on any atom at 0.9 eV Å⁻¹. The gap between HOMO and LUMO (alpha / beta) comes out at 6.91 / 4.73 eV. As for the net charge: -1. The HOMO energy (alpha / beta) comes out at -4.22 / -4.14 eV. As for the spin multiplicity: 3. The expectation value of S² is 2.03.

Each line ends with the Mulliken charge.
Geometry (Å):
Pt: -0.57 0.03 -0.29  0.515
C: -2.64 1.06 2.02  -1.122
N: -1.21 0.86 1.80  0.459
C: -0.51 2.14 1.91  -1.066
C: -0.67 -0.14 2.71  -1.176
C: 0.72 -0.59 2.34  -0.599
N: 0.83 -0.94 0.93  -0.364
C: 1.94 -1.61 0.51  0.162
C: 2.02 -2.13 -0.81  0.233
F: 0.99 -1.99 -1.65  -0.290
C: 3.10 -2.81 -1.31  0.064
F: 3.05 -3.25 -2.58  -0.326
C: 4.23 -3.07 -0.55  -0.524
C: 4.19 -2.60 0.73  -0.004
F: 5.26 -2.79 1.54  -0.329
C: 3.11 -1.91 1.26  0.808
F: 3.28 -1.50 2.54  -0.342
H: -2.83 1.46 3.03  0.347
H: -3.16 0.11 1.92  0.316
H: -3.04 1.75 1.28  0.311
H: -0.63 2.57 2.91  0.336
H: -0.91 2.83 1.17  0.262
H: 0.55 2.00 1.71  0.321
H: -1.34 -1.00 2.67  0.394
H: -0.66 0.24 3.74  0.341
H: 0.91 -1.45 2.98  0.529
H: 1.45 0.18 2.63  0.377
H: 5.08 -3.60 -0.96  0.461
O: -3.40 2.67 -5.37  -0.567
C: -2.84 2.18 -4.43  0.428
C: -3.16 2.42 -2.96  0.152
O: -3.96 3.21 -2.52  -0.634
C: -2.27 1.51 -2.20  0.572
C: -1.36 0.82 -3.08  0.837
O: -0.49 0.07 -2.64  -0.734
C: -1.68 1.17 -4.50  0.113
O: -1.16 0.76 -5.51  -0.588
O: -2.22 1.32 -0.97  -0.675